# 1
# C4H14P2Si

2 unconnected molecules or ions with the total composition C4H14P2Si at a distorted geometry (the ωB97M-V functional and the def2-TZVPD basis, the Open Molecules 2025 dataset).

Properties
* energy relative to the best compared isomer or geometry (same formula, charge and spin): 197.6 kJ/mol
* charge: 0
* orbital gap (alpha / beta): 7.662 / 7.387 eV
* strongest force on any atom: 3.952 eV Å⁻¹
* E: -30825.89160 eV

Element x y z (Å)
1 C -2.890 -0.169 -2.019
2 C 2.095 1.744 1.523
3 C -2.371 -1.317 -1.150
4 C 0.620 1.240 1.581
5 Si 0.299 -0.359 0.390
6 P 1.364 -2.119 1.326
7 P 1.639 -0.088 -1.495
8 H -2.090 -0.127 -2.773
9 H -3.726 -0.512 -2.622
10 H -3.109 0.795 -1.492
11 H 2.723 0.932 1.325
12 H 2.143 2.511 0.884
13 H 2.436 2.024 2.485
14 H -1.815 -2.113 -1.639
15 H -2.766 -1.553 -0.195
16 H -0.164 2.030 1.691
17 H 0.681 0.784 2.584
18 H 0.333 -2.365 2.205
19 H 1.039 -3.043 0.246
20 H 1.033 1.014 -2.064
21 H 2.527 0.691 -0.792

# 2
# C4H15N2O

2 unconnected molecules or ions with the total composition C4H15N2O at a distorted geometry (the ωB97M-V functional and the def2-TZVPD basis, the Open Molecules 2025 dataset).

Properties
* energy relative to the best compared isomer or geometry (same formula, charge and spin): 166.9 kJ/mol
* 2S+1: 2
* charge: 0
* orbital gap (alpha / beta): 3.818 / 9.680 eV
* strongest force on any atom: 1.179 eV Å⁻¹
* E: -9415.45683 eV

Element x y z (Å)
1 N 0.643 -1.007 -1.351
2 C 0.799 -0.365 -0.015
3 C 2.025 -0.958 0.691
4 C -0.457 -0.611 0.845
5 N -0.808 0.562 1.617
6 C -2.063 1.193 1.285
7 H 0.295 -1.997 -1.326
8 H 0.062 -0.428 -1.990
9 H 1.553 -1.020 -1.869
10 H 0.904 0.710 -0.106
11 H 1.970 -0.668 1.745
12 H 2.965 -0.600 0.278
13 H 1.956 -2.045 0.689
14 H -1.289 -0.921 0.196
15 H -0.281 -1.489 1.467
16 H -0.613 0.447 2.599
17 H -2.276 1.992 1.987
18 H -1.946 1.767 0.362
19 H -2.878 0.478 1.184
20 H 0.089 2.264 -2.288
21 H -0.731 1.278 -3.249
22 O 0.082 1.418 -2.750

# 3
# C4H15N2O

2 unconnected molecules or ions with the total composition C4H15N2O at a distorted geometry (the ωB97M-V functional and the def2-TZVPD basis, the Open Molecules 2025 dataset).

Properties
* energy relative to the best compared isomer or geometry (same formula, charge and spin): 90.4 kJ/mol
* charge: +1
* orbital gap: 11.033 eV
* strongest force on any atom: 2.825 eV Å⁻¹
* E: -9412.72535 eV

Element x y z (Å)
1 C -0.215 -0.334 2.320
2 C -0.094 0.255 0.940
3 C 1.366 0.849 0.622
4 C 1.576 1.157 -0.873
5 N 1.485 -0.044 -1.883
6 N -0.400 -0.864 -0.059
7 H 0.531 -1.134 2.387
8 H -1.167 -0.878 2.358
9 H -0.178 0.363 3.137
10 H -0.798 1.002 0.579
11 H 1.521 1.812 1.187
12 H 2.174 0.065 0.973
13 H 2.629 1.409 -0.879
14 H 0.939 1.924 -1.371
15 H 2.357 -0.531 -1.921
16 H 1.327 0.369 -2.823
17 H -1.433 -0.883 -0.247
18 H -0.252 -1.744 0.481
19 H 0.235 -0.773 -0.878
20 H -3.645 -0.840 -1.496
21 H -3.167 0.178 -0.390
22 O -3.058 -0.694 -0.694

- What is the charge in the second record?
  0

- The highest energy relative to the best compared isomer or geometry (same formula, charge and spin) belongs to which entry?
  C4H14P2Si

- Number 2 is which compound?
  C4H15N2O